This record from the Open Molecules 2025 dataset describes a molecular structure, C20H24FNOP2Pr in a non-equilibrium geometry. The level of theory is ωB97M-V/def2-TZVPD.

Structure (XYZ):
```
50
Properties=species:S:1:pos:R:3:forces:R:3:lowdin_charge:R:1
C -1.17958 -3.57433 1.07448 0.64 -1.15 -0.42 -0.073
C -0.59896 -2.51482 0.40851 0.74 1.24 0.05 -0.221
C -1.20264 -1.22284 0.54207 -0.44 -0.31 0.34 -0.196
C -2.43968 -1.11075 1.25145 1.18 -1.55 0.29 -0.153
C -2.94450 -2.20757 1.97479 -0.38 0.23 -1.19 -0.009
C -2.33531 -3.44512 1.82299 -0.23 -0.21 0.77 -0.078
C -3.00674 0.20448 1.30122 1.31 1.20 2.26 -0.091
C -2.78023 1.04665 0.13991 0.32 0.60 -0.56 -0.183
C -1.53711 0.84945 -0.53965 0.23 0.48 1.05 -0.189
C -1.13809 1.76917 -1.54550 0.05 0.03 0.38 -0.232
C -1.89931 2.91885 -1.74446 -0.41 -0.17 0.03 -0.039
C -3.10504 3.12803 -1.05045 0.12 0.06 -0.11 -0.068
C -3.55934 2.17988 -0.13551 -0.42 0.11 -0.28 -0.033
H -0.69206 -4.56596 0.94950 -0.54 0.68 0.23 0.129
H -3.90755 -2.11112 2.49154 0.53 -0.03 -0.02 0.124
H -2.73573 -4.32245 2.33200 0.04 0.26 -0.16 0.113
H -3.91735 0.31709 1.89503 -0.05 -0.03 -0.51 0.137
H -1.55459 3.64864 -2.48883 -0.24 -0.25 0.34 0.122
H -3.67041 4.04325 -1.22811 0.08 -0.34 0.01 0.108
H -4.55447 2.28465 0.34261 0.81 0.05 -0.22 0.131
N -0.63311 -0.06666 0.00008 0.60 -0.46 -1.47 -0.057
Pr 1.48727 0.58497 1.35198 -1.14 1.18 1.25 1.149
C 0.71848 -2.69586 -0.37978 -0.78 -0.07 -0.06 -0.279
H 0.64876 -2.11206 -1.31815 0.12 -0.26 0.37 0.091
H 0.89885 -3.76188 -0.63265 -0.21 0.54 0.15 0.107
C 0.17298 1.57170 -2.28337 -0.43 -0.15 0.40 -0.276
H 0.21691 0.52978 -2.61855 0.25 0.08 0.07 0.092
H 0.22300 2.22499 -3.16851 0.08 -0.14 0.32 0.103
P 2.15688 -2.05177 0.56159 -0.05 -1.02 -0.58 0.773
P 1.60433 1.93310 -1.15837 -0.08 0.82 -1.94 0.818
C 1.49872 3.76267 -1.05280 0.15 0.22 0.09 -0.240
H 2.36354 4.13511 -0.48335 -0.34 -0.02 -0.09 0.057
H 1.50266 4.24714 -2.04439 0.05 -0.38 0.28 0.065
H 0.56507 4.05146 -0.55147 0.30 -0.09 0.02 0.050
C 3.05239 1.67325 -2.27763 0.12 0.00 0.25 -0.244
H 3.08067 2.42811 -3.08142 -0.11 -0.29 0.33 0.060
H 3.96862 1.76720 -1.66998 -0.24 -0.13 -0.39 0.050
H 2.99490 0.66939 -2.73419 0.11 0.40 0.26 0.046
C 2.28196 -3.11969 2.03116 0.29 -0.19 0.43 -0.243
H 2.59058 -4.15667 1.82084 -0.08 0.39 -0.09 0.066
H 3.03508 -2.65839 2.69968 -0.40 -0.37 -0.16 0.056
H 1.30367 -3.16319 2.54598 0.44 0.16 -0.22 0.054
C 3.61548 -2.37368 -0.50923 0.14 -0.09 0.21 -0.239
H 4.47978 -1.82929 -0.07457 -0.40 -0.36 -0.46 0.056
H 3.84597 -3.45611 -0.55177 -0.12 0.56 -0.02 0.062
H 3.38777 -2.00622 -1.53086 0.25 -0.14 0.60 0.051
C -1.92625 1.43014 2.39446 -0.27 -1.62 -3.49 0.026
O -0.68477 1.58152 2.22046 -3.34 0.32 1.70 -0.160
H -2.91817 2.06252 2.49076 2.73 0.76 0.65 0.141
F 3.22668 1.48321 2.21046 -0.98 -0.59 -0.68 -0.536
```
Positions in Å, forces in eV/Å.

The multiplicity is 3. The energy relative to the best compared isomer or geometry (same formula, charge and spin) is 0.0000 eV. The highest occupied orbital energy (alpha / beta) is -9.7 / -9.7 eV. The calculation puts the LUMO energy (alpha / beta) at -3.59 / -3.50 eV. The value obtained for the largest force on an atom is 3.86 eV/A. Its charge is +1.